Computed, not measured: a gas-phase ion, CH4NOS (charge -1), with ωB97M-V/def2-TZVPD.

For the molecular weight, the calculation gives 78.1 g mol⁻¹. The HOMO energy (alpha / beta) comes out at -2.16 / -2.16 eV. The charge is -1.

Last column: Mulliken charge in e.
Element x y z (Å)
1 C -0.29174 0.61220 0.19409  -0.908
2 N 1.19549 0.48538 0.29018  -0.126
3 O 1.80657 1.29854 -0.63164  -0.652
4 S 1.52008 -1.39283 -0.21229  -0.374
5 H -0.75128 0.75635 -0.83525  0.303
6 H -0.62981 -0.33591 0.44339  0.319
7 H -0.60506 1.39061 0.75695  0.347
8 H 0.34541 -1.44890 -0.99833  0.092